# C4H7NO2

2 unconnected molecules or ions with the total composition C4H7NO2 in a non-equilibrium geometry (the ωB97M-V functional and the def2-TZVPD basis, the OMol25 dataset).

Structure (SMILES) ... NC#CO.C=CO
LUMO energy ... 0.7 eV
DFT total energy ... -9842.4426 eV
HOMO level ... -8.31 eV
Orbital gap ... 9.003 eV

```
! RIJCOSX wB97M-V def2-TZVPD def2/J DEFGRID3
* xyz 0 1
N 3.32571 -1.26048 -0.52302
C 2.00591 -1.22920 -0.27702
C 0.84922 -1.31943 0.07844
O -0.32592 -1.84264 0.34721
H 3.83556 -0.44908 -0.19547
H 3.57888 -1.51965 -1.46891
H -0.33633 -2.42859 1.11830
C -1.72209 1.46987 1.01629
C -1.62859 1.01998 -0.23185
O -2.13782 1.66214 -1.34515
H -2.33216 2.32379 1.26877
H -1.08101 1.12228 1.80395
H -1.39896 0.01048 -0.53586
H -2.63241 2.44052 -1.05567
*
```

---

# C4H7NO2

A single C4H7NO2 molecule (the ωB97M-V functional and the def2-TZVPD basis, the OMol25 dataset).

Structure (SMILES) ... NC(=O)C[C@H]1CO1
LUMO energy ... 0.8 eV
DFT total energy ... -9845.9191 eV
HOMO level ... -10.01 eV
Orbital gap ... 10.815 eV

```
! RIJCOSX wB97M-V def2-TZVPD def2/J DEFGRID3
* xyz 0 1
N 1.80080 0.54683 1.67787
C 0.57442 0.55177 1.08006
O -0.29771 1.34719 1.37914
C 0.39440 -0.51989 0.01372
C -1.02809 -0.61484 -0.47361
C -1.48305 0.15337 -1.62721
O -1.19200 -1.23429 -1.74225
H 2.01247 1.27990 2.33696
H 2.54307 -0.06240 1.37519
H 0.72269 -1.49097 0.40683
H 1.04408 -0.28825 -0.84051
H -1.76966 -0.90859 0.26929
H -0.78648 0.82305 -2.13263
H -2.53493 0.41712 -1.72285
*
```

---

# C4H7NO2

A single C4H7NO2 molecule in a non-equilibrium geometry (the ωB97M-V functional and the def2-TZVPD basis, the OMol25 dataset).

Structure (SMILES) ... O/C=C/C/C=N/O
LUMO energy (spin up / spin down) ... 0.3 / 0.3 eV
DFT total energy ... -9841.2432 eV
HOMO level (spin up / spin down) ... -8.05 / -8.04 eV
Orbital gap (spin up / spin down) ... 8.328 / 8.327 eV

```
! RIJCOSX wB97M-V def2-TZVPD def2/J DEFGRID3
* xyz 0 1
O 1.67609 1.06676 1.08714
C 1.18578 0.51702 -0.03786
C 0.23421 1.19422 -0.79920
C -1.15385 0.63499 -0.51013
C -0.66952 -0.75782 -0.27269
N -0.86077 -1.49626 0.73875
O 0.04355 -2.55758 0.73133
H 0.93662 1.59296 1.43205
H 1.69764 -0.42123 -0.24708
H 0.38445 2.26548 -0.90917
H -1.53193 1.14742 0.39611
H -1.95074 0.65664 -1.25701
H -0.01803 -0.98999 -1.12239
H -0.32208 -3.16594 1.38517
*
```

---

# C4H7NO2S

A gas-phase ion, C4H7NO2S (charge -2) in a non-equilibrium geometry (the ωB97M-V functional and the def2-TZVPD basis, the OMol25 dataset).

Structure (SMILES) ... CN[C@H](C[S-])C(=O)[O-]
LUMO energy ... 6.2 eV
DFT total energy ... -20680.8623 eV
HOMO level ... 0.62 eV
Orbital gap ... 5.535 eV

```
! RIJCOSX wB97M-V def2-TZVPD def2/J DEFGRID3
* xyz -2 1
C 0.49907 -1.72594 0.94662
N -0.08326 -0.39432 0.96320
C -0.28994 0.22213 -0.39876
C 0.75304 1.25288 -0.77369
S 2.40030 0.56110 -1.26514
C -1.75403 0.81658 -0.32898
O -1.91155 1.92787 0.25418
O -2.63897 0.18298 -0.95967
H -0.04099 -2.25608 0.17119
H 1.56354 -1.77498 0.66617
H 0.39330 -2.19865 1.93309
H 0.39577 0.25678 1.56445
H -0.37221 -0.63231 -1.06743
H 0.81245 2.05650 -0.04269
H 0.27347 1.70545 -1.66255
*
```